The following is a quantum chemistry calculation of a molecular structure, C20H14BrNO6Re at a distorted geometry, from the OMol25 dataset.

Total charge ... +2
<S²> ... 3.7706
E ... -3928.3119 Eh
LUMO energy (alpha / beta) ... -8.098 / -9.157 eV
Gap between HOMO and LUMO (alpha / beta) ... 0.2143 / 0.1752 Eh
ΔE to the lowest compared entry with this formula, charge and spin ... 0.393 eV
Spin multiplicity ... 4

CARTESIAN COORDINATES (ANGSTROEM)
Re: -0.16810 1.46634 0.94265
C: -1.41084 3.26046 2.24882
C: -0.33245 3.89479 1.62199
C: 0.99079 3.47450 1.88014
C: 1.22116 2.41690 2.76582
C: 0.13751 1.77419 3.40175
C: -1.17038 2.20323 3.14844
H: -2.42314 3.59305 2.05874
H: -0.51063 4.71440 0.93664
H: 1.82433 3.97739 1.40649
H: 2.23451 2.09432 2.96851
H: 0.32192 0.96912 4.10153
H: -2.00161 1.71760 3.64446
O: -0.31809 1.96898 -0.93914
C: -1.05147 1.45960 -1.86522
C: -1.98685 0.44758 -1.70208
C: -2.65933 -0.02884 -2.85316
C: -3.53469 -1.05917 -2.70581
C: -3.79195 -1.63791 -1.46199
C: -3.15421 -1.17255 -0.32368
C: -2.24665 -0.14108 -0.44381
O: -1.65006 0.31630 0.68084
N: -4.23251 -1.58460 -3.90108
O: -3.99372 -1.03164 -4.94952
O: -5.06188 -2.44109 -3.70794
H: -0.89634 1.90765 -2.84463
H: -2.48108 0.39704 -3.83282
H: -4.49787 -2.45690 -1.40772
H: -3.34541 -1.60724 0.64722
Br: 5.83733 -1.88206 2.42300
C: 4.59530 -2.17137 1.04024
C: 4.80520 -3.18754 0.11903
C: 3.88737 -3.40020 -0.90273
C: 2.76430 -2.60192 -1.01096
C: 2.56369 -1.58421 -0.07978
C: 3.47941 -1.36617 0.95276
C: 1.37093 -0.75212 -0.22513
O: 0.53884 -0.80567 -1.08664
O: 1.23018 0.20098 0.79549
H: 5.68552 -3.81050 0.20063
H: 4.05749 -4.19506 -1.61551
H: 2.04565 -2.75571 -1.80340
H: 3.32784 -0.58083 1.67755